# 1
This record from the Open Molecules 2025 dataset describes a structure of composition C42H34AuBrClNO2PS. The level of theory is wB97M-V/def2-TZVPD.

Results
gap between HOMO and LUMO (alpha / beta)	7.1 / 4.2	eV
LUMO level (alpha / beta)	-2.64 / -6.61	eV
DFT total energy	-5735.302887	a.u.
relative energy (zero: lowest compared OMol25 entry of this formula, charge and spin)	106.5	kJ/mol
expectation value of S²	2.016

```
! wB97M-V def2-TZVPD RIJCOSX def2/J DEFGRID3
* xyz 1 3
Au 0.09 -0.19 0.81
C -0.83 -4.19 -3.98
C -2.28 -3.69 -4.06
C -3.12 -4.78 -4.73
C -2.34 -2.43 -4.94
C -2.79 -3.34 -2.66
C -4.03 -3.81 -2.21
C -4.51 -3.53 -0.94
C -3.72 -2.77 -0.10
S -4.02 -2.34 1.55
C -2.48 -1.53 1.60
N -1.82 -1.54 0.48
C -2.49 -2.25 -0.52
C -2.03 -2.53 -1.81
C -1.94 -0.95 2.83
C -2.62 -1.04 4.04
C -2.04 -0.55 5.20
C -0.77 0.01 5.15
C -0.10 0.10 3.93
C -0.67 -0.37 2.76
H -0.52 -4.58 -4.95
H -0.73 -4.99 -3.24
H -0.13 -3.39 -3.71
H -2.69 -5.03 -5.70
H -4.15 -4.45 -4.90
H -3.14 -5.69 -4.12
H -2.02 -2.66 -5.96
H -1.70 -1.65 -4.55
H -3.37 -2.05 -4.98
H -4.64 -4.42 -2.85
H -5.46 -3.93 -0.61
H -1.07 -2.15 -2.12
H -3.60 -1.50 4.08
H -2.57 -0.61 6.14
H -0.30 0.38 6.05
H 0.88 0.55 3.93
Cl 2.94 -1.51 -0.75
C 3.88 -0.06 -0.82
C 4.94 -0.05 -1.72
C 5.83 1.00 -1.73
C 5.74 1.99 -0.76
C 4.68 1.98 0.14
C 3.67 1.01 0.06
P 2.19 1.08 1.17
C 1.68 2.82 1.46
C 2.36 3.98 1.08
C 1.83 5.23 1.35
C 0.61 5.36 1.99
C -0.10 4.22 2.33
C 0.42 2.97 2.06
C 3.01 0.44 2.66
C 2.98 -0.94 2.88
C 3.69 -1.49 3.94
C 4.43 -0.67 4.77
C 4.46 0.70 4.56
C 3.75 1.26 3.51
H 5.06 -0.89 -2.39
H 6.64 1.02 -2.45
H 6.48 2.77 -0.71
H 4.68 2.70 0.93
H 3.27 3.93 0.52
H 2.38 6.12 1.05
H 0.20 6.34 2.21
H -1.08 4.30 2.80
H -0.17 2.09 2.31
H 2.38 -1.57 2.24
H 3.67 -2.56 4.10
H 5.00 -1.10 5.59
H 5.02 1.35 5.23
H 3.76 2.33 3.35
Br -4.97 4.64 -1.43
C -3.56 3.44 -1.72
C -3.73 2.42 -2.65
C -2.69 1.54 -2.87
C -1.50 1.68 -2.12
C -1.34 2.72 -1.20
C -2.37 3.60 -0.99
C -0.38 0.69 -2.32
O -0.32 0.26 -3.49
O 0.39 0.46 -1.37
H -4.66 2.32 -3.20
H -2.78 0.74 -3.59
H -0.41 2.83 -0.65
H -2.27 4.41 -0.28
*
```



# 2
This record from the Open Molecules 2025 dataset describes a structure of composition C35H34GeI2N8O4SSn. The level of theory is wB97M-V/def2-TZVPD.

Results
gap between HOMO and LUMO	5.5	eV
LUMO level	3.31	eV
DFT total energy	-5378.143502	a.u.
relative energy (zero: lowest compared OMol25 entry of this formula, charge and spin)	175.8	kJ/mol

```
! wB97M-V def2-TZVPD RIJCOSX def2/J DEFGRID3
* xyz -2 1
Sn -0.27 0.52 1.18
O 1.61 -2.69 -0.70
C 1.23 -1.80 0.04
O 0.28 -0.97 -0.18
C 1.99 -1.55 1.32
C 3.08 -2.29 1.73
C 3.79 -1.86 2.84
C 3.41 -0.68 3.48
C 2.31 0.00 3.00
N 1.61 -0.46 1.98
C 1.85 1.36 3.53
O 2.49 1.85 4.45
O 0.85 1.82 2.91
H 3.35 -3.17 1.16
H 4.65 -2.41 3.19
H 3.95 -0.26 4.31
N -4.62 -2.22 1.87
C -3.60 -1.88 0.97
S -2.41 -3.07 0.64
N -3.72 -0.68 0.48
N -2.69 -0.23 -0.33
C -3.07 0.06 -1.51
C -4.48 -0.18 -1.94
C -4.85 -1.41 -2.46
C -6.15 -1.63 -2.90
C -7.09 -0.62 -2.82
C -6.73 0.62 -2.30
C -5.43 0.84 -1.86
C -2.14 0.64 -2.51
C -2.62 1.13 -3.73
C -1.72 1.68 -4.63
C -0.38 1.72 -4.30
C 0.01 1.19 -3.08
N -0.84 0.67 -2.21
H -4.33 -2.95 2.50
H -5.04 -1.41 2.32
H -4.11 -2.21 -2.49
H -6.43 -2.60 -3.29
H -8.10 -0.79 -3.16
H -7.46 1.41 -2.23
H -5.14 1.79 -1.44
H -3.67 1.09 -3.96
H -2.07 2.10 -5.56
H 0.36 2.17 -4.96
H 1.04 1.22 -2.77
C 3.35 3.06 -1.41
C 3.04 2.33 -0.27
N 3.04 1.00 -0.24
C 3.39 0.35 -1.34
C 3.77 0.98 -2.52
C 3.72 2.37 -2.55
C 4.08 0.20 -3.73
C 4.65 -1.00 -3.84
C 5.28 -1.81 -2.79
C 5.32 -3.20 -2.91
C 5.92 -3.92 -1.90
N 6.47 -3.34 -0.84
C 6.40 -2.01 -0.83
N 5.85 -1.22 -1.74
H 3.24 4.14 -1.41
H 2.71 2.84 0.63
H 3.32 -0.73 -1.31
H 3.95 2.91 -3.47
H 3.71 0.64 -4.66
H 4.63 -1.47 -4.82
H 4.86 -3.69 -3.76
H 5.95 -5.00 -1.93
H 6.85 -1.51 0.03
I -0.40 3.01 0.10
I 0.12 6.01 -1.76
C -0.52 0.48 5.74
Ge -1.82 0.96 4.35
C -3.57 0.36 5.04
C -1.93 2.89 4.09
C -1.62 -0.06 2.70
H -0.95 0.69 6.72
H 0.41 1.04 5.65
H -0.30 -0.59 5.70
H -3.80 0.85 5.99
H -3.59 -0.72 5.18
H -4.36 0.62 4.32
H -2.25 3.37 5.02
H -2.65 3.13 3.31
H -0.96 3.28 3.80
H -2.59 -0.02 2.21
H -1.44 -1.12 2.89
*
```



# 3
This record from the Open Molecules 2025 dataset describes a structure of composition C2H2F3LaO3S. The level of theory is wB97M-V/def2-TZVPD.

Results
gap between HOMO and LUMO	7.5	eV
LUMO level	-10.28	eV
DFT total energy	-1031.853674	a.u.

```
! wB97M-V def2-TZVPD RIJCOSX def2/J DEFGRID3
* xyz 2 1
S 0.95 0.97 1.14
O 0.20 2.23 0.66
O 0.12 -0.17 0.50
C 2.46 1.01 0.01
F 3.16 2.10 0.28
F 3.20 -0.06 0.24
F 2.09 1.03 -1.26
C -2.54 -2.10 -0.23
O -2.97 -0.96 -0.36
La -1.85 1.29 -0.38
H -1.66 -2.43 -0.82
H -3.15 -2.90 0.22
*
```